1.
Density functional theory data (the ωB97M-V functional and the def2-TZVPD basis) for a molecular structure, C20H22N2O3Pb at a distorted geometry.

```
48
Properties=species:S:1:pos:R:3:forces:R:3
Pb -0.81754 -0.12232 -0.06806 2.605 -0.467 -2.533
O 2.05456 2.48438 2.58704 -0.375 1.132 0.412
O 3.45316 -0.13402 0.80354 -6.434 0.666 1.213
O 1.28666 -0.18332 0.15214 0.694 0.215 0.409
N -0.63804 -1.47382 -1.78446 0.485 -0.648 -1.795
N -0.46394 1.19768 -1.76956 0.629 0.645 -1.658
C -0.34084 -3.02752 -4.07046 -0.055 0.011 0.310
C -0.22054 -1.64492 -4.13546 -0.073 0.305 0.411
C -0.61504 -3.62302 -2.84126 -0.022 0.242 0.078
C -1.05064 1.31008 1.37734 -0.444 4.585 3.336
C 2.18606 -0.04722 1.13334 6.556 -0.971 -1.803
C -1.06124 -1.45542 1.46714 -0.414 -3.966 3.301
C 1.47426 -1.03692 4.71554 0.076 0.021 -0.417
C -0.75854 -2.80532 -1.72686 0.029 -0.254 -0.061
C -0.32924 2.52608 -1.67246 0.108 0.278 -0.096
C 1.37856 0.20158 5.34914 0.152 0.233 -0.669
C 0.26106 2.71148 -3.98246 -0.071 -0.018 0.291
C -0.37054 -0.88122 -2.97266 0.055 -0.698 -0.328
C 1.57486 1.37528 4.61924 -0.048 -0.232 0.005
C -0.23764 0.58838 -2.95696 0.195 0.606 -0.282
C 0.12766 1.33238 -4.08406 -0.147 -0.262 0.395
C 1.74416 -1.10402 3.34594 -0.344 0.294 0.425
C 0.02876 3.32358 -2.75256 -0.075 -0.231 0.103
C 1.89326 0.06988 2.58374 -0.687 0.133 0.653
C -2.88354 -0.08942 -0.25696 -3.706 -0.080 -0.661
C 1.84726 1.32278 3.24504 0.105 -0.866 -0.617
H -0.50314 2.94578 -0.68776 0.041 0.118 -0.154
H -0.22204 -3.62962 -4.96586 -0.014 0.070 0.124
H -3.33924 0.37268 0.61964 0.168 -0.097 -0.100
H 2.25256 2.52718 1.64164 0.277 -0.869 0.326
H -0.77054 -2.43442 1.07394 -0.063 0.093 0.104
H -3.11784 0.48208 -1.15966 0.094 -0.061 0.098
H -3.21834 -1.12522 -0.35946 0.066 0.161 -0.019
H -0.38294 -1.17792 2.27364 0.130 0.293 -0.153
H -2.09774 -1.46852 1.81134 0.159 0.102 -0.228
H 1.33666 -1.94672 5.28614 0.078 0.017 -0.069
H -0.04824 1.65868 1.63204 -0.010 -0.127 -0.030
H 0.55096 3.29788 -4.84876 -0.037 -0.067 0.119
H 1.51726 2.33118 5.12504 0.089 0.044 -0.185
H 1.81436 -2.07542 2.87114 0.121 0.043 -0.075
H 0.13046 4.39578 -2.62386 -0.031 -0.154 0.007
H -0.71544 -4.69842 -2.74086 0.008 0.161 0.015
H -0.96894 -3.21722 -0.74566 0.004 -0.117 -0.204
H 0.32086 0.83838 -5.02896 -0.038 0.093 0.150
H -1.65804 2.10798 0.93744 0.076 -0.105 0.083
H 1.16486 0.25178 6.40954 0.032 0.061 -0.070
H -0.01144 -1.16422 -5.08376 -0.040 -0.093 0.145
H -1.55694 0.91308 2.25814 0.096 -0.238 -0.307
```
Positions in Å, forces in eV/Å.

Values from the calculation:
maximum force	6.87	eV/A
HOMO energy (spin up / spin down)	-0.50975 / -0.51612	hartree
E	-35443.757	eV
ΔE to the lowest compared entry with this formula, charge and spin	145.59	kcal per mole
charge	+2


2.
Density functional theory data (the ωB97M-V functional and the def2-TZVPD basis) for a molecular structure, C23H31N4OSYb at a distorted geometry.

```
61
Properties=species:S:1:pos:R:3:forces:R:3
Yb 0.39283 -0.75019 -0.17143 1.166 -2.537 -1.385
S -2.21847 -0.75019 -0.17143 -3.067 -1.584 -0.078
O -2.20407 -0.83479 -1.66833 -0.150 -0.060 0.734
N 0.34553 -0.70859 -2.47123 0.166 1.341 -0.922
N 2.78993 -0.48649 -0.08453 0.170 1.049 0.489
N 0.65653 1.54101 -0.30713 0.679 -1.054 -0.224
N 0.43253 -0.84419 2.02687 0.437 0.479 2.139
C -0.40587 1.11391 -3.84703 0.162 -0.148 0.445
C 0.26273 -0.95749 -4.86433 -0.129 0.342 0.061
C 0.53023 -1.43189 -3.59363 0.083 -0.138 0.781
C 2.01833 1.75491 -0.77693 0.936 0.377 -0.201
C 1.58343 -0.31799 4.51287 -0.001 0.123 -0.032
C -3.12297 -2.18719 0.47517 0.214 -0.678 0.168
C -4.43207 -2.45919 -0.23663 -0.384 0.300 -0.399
C -0.10517 0.57351 -2.59323 0.366 -0.046 -1.016
C -0.21807 0.33901 -4.99023 -0.029 -0.142 0.104
C 3.01923 0.85461 -0.06503 0.586 0.227 0.248
C -4.20677 1.09501 -0.79553 -0.173 -0.065 -0.538
C 0.28853 2.25151 0.90807 -0.517 0.796 0.325
C -3.37067 0.55621 0.34897 -0.308 0.733 0.166
C 0.28733 0.36691 2.61187 -0.003 0.174 0.576
C 1.72913 -1.56799 3.92597 -0.182 0.176 -0.163
C -0.53867 1.39631 1.87967 0.090 0.067 0.240
C 3.71183 -1.28309 0.49097 -0.390 -0.211 -0.184
C 4.15643 1.40471 0.52597 -0.196 -0.378 -0.103
C -0.37957 1.43711 -1.34193 -0.276 1.073 -0.757
C 4.86263 -0.81629 1.10237 -0.066 0.257 -0.135
C 0.85483 0.66621 3.84997 0.021 -0.380 -0.208
C 1.14063 -1.77939 2.69117 0.089 -0.379 -0.061
C 5.08553 0.55471 1.12027 -0.011 -0.049 -0.021
H -2.45857 -3.04889 0.35227 0.183 0.266 -0.015
H -0.44927 0.74461 -5.97063 0.028 -0.014 0.152
H -0.27837 3.15361 0.64537 -0.017 -0.007 0.002
H -3.28187 -2.04509 1.54857 0.220 0.216 -0.059
H -2.75457 1.36581 0.75397 -0.494 -0.066 -0.150
H -1.36657 0.89501 1.36477 0.710 0.235 0.390
H 5.97793 0.95931 1.58757 -0.113 -0.030 -0.048
H -5.16337 -1.66689 -0.05523 0.023 -0.107 -0.008
H 2.03073 -0.11069 5.48017 -0.066 -0.003 -0.108
H 1.18043 2.60801 1.44047 -0.025 -0.237 -0.339
H 5.56673 -1.50569 1.55197 -0.092 0.018 -0.086
H -4.88437 1.87411 -0.43193 0.166 -0.150 0.067
H 3.48733 -2.34369 0.44637 0.040 0.036 0.034
H 0.42153 -1.58539 -5.73283 0.007 0.029 0.137
H -3.57467 1.53911 -1.57193 -0.135 -0.109 0.079
H -4.00457 0.19381 1.16317 0.234 -0.182 -0.075
H -1.01147 2.05821 2.61687 0.147 -0.094 -0.168
H 0.72723 1.64491 4.29847 -0.078 -0.065 -0.094
H 0.90763 -2.43689 -3.43273 -0.080 0.091 -0.014
H -4.29267 -2.55359 -1.31823 0.036 0.006 0.195
H 2.28883 -2.35699 4.41287 -0.099 0.024 -0.081
H 2.13763 1.53851 -1.84463 -0.453 -0.020 0.065
H -4.81167 0.31361 -1.26443 0.135 0.153 0.055
H 1.22793 -2.73189 2.17877 -0.023 0.027 0.024
H -4.86797 -3.39489 0.12857 0.202 0.163 0.010
H -1.29747 1.02711 -0.90423 0.286 0.693 -0.003
H 0.39283 -2.73299 -0.17143 0.071 0.043 0.037
H 2.29413 2.81191 -0.66943 0.104 -0.186 0.087
H -0.78937 2.12451 -3.94073 0.093 -0.078 0.097
H -0.62237 2.45461 -1.67513 -0.204 -0.234 -0.191
H 4.32253 2.47601 0.52177 -0.090 -0.081 -0.043
```
Positions in Å, forces in eV/Å.

Values from the calculation:
maximum force	3.45	eV/A
HOMO energy (spin up / spin down)	-0.51376 / -0.51412	hartree
E	-74712.446	eV
2S+1	2
<S²>	0.75
charge	+2


3.
Density functional theory data (the ωB97M-V functional and the def2-TZVPD basis) for 2 unconnected molecules or ions with the total composition C2H5B at a distorted geometry.

```
8
Properties=species:S:1:pos:R:3:forces:R:3
C 1.36193 -0.18649 0.23075 1.512 -1.019 -0.006
C 0.17056 0.10358 -0.21741 -1.712 -1.283 0.399
B -1.30000 -0.29209 -0.10604 -2.035 2.840 2.441
H -2.18650 -0.62504 -0.83038 0.633 -0.511 -0.073
H -2.10306 0.64599 1.07511 1.791 -2.110 -2.206
H 2.17145 0.41875 -0.04146 0.938 1.323 -0.499
H 0.06288 0.99028 -0.81094 0.132 1.003 -0.460
H 1.82274 -1.05496 0.70038 -1.258 -0.244 0.403
```
Positions in Å, forces in eV/Å.

Values from the calculation:
maximum force	4.26	eV/A
HOMO energy	-0.34125	hartree
E	-2827.533	eV
ΔE to the lowest compared entry with this formula, charge and spin	51.73	kcal per mole


4.
Density functional theory data (the ωB97M-V functional and the def2-TZVPD basis) for a molecular structure, C28H39BrCoN3O6SeSi.

```
80
Properties=species:S:1:pos:R:3:forces:R:3
Br -0.92734 1.05405 -0.33365 0.298 -0.033 -0.313
Se -3.35587 4.03912 -2.13955 0.297 -0.442 -0.041
Co -2.25043 1.69075 -2.62036 -0.377 0.359 -0.218
Si -1.21396 0.86965 1.91983 -0.192 0.131 0.356
O -2.87791 0.00761 -3.00062 -0.037 -0.040 0.153
O -4.15044 4.84902 -3.24321 -0.164 0.200 -0.169
O -3.12968 4.66446 -0.69516 -0.038 0.129 0.153
O -3.85520 2.39759 -2.04513 -0.090 -0.087 0.021
O 5.93373 -2.39158 -0.10142 -0.012 0.035 -0.051
O -1.83339 3.45344 -2.75307 0.107 0.044 0.064
N 1.30122 -3.33484 -4.25354 0.294 0.401 -0.201
N -0.61645 1.08833 -3.45492 -0.008 0.001 0.008
N 2.55901 -2.97195 -4.42756 -0.238 -0.190 0.287
C 5.53613 -2.42381 -2.40026 -0.030 -0.020 -0.006
C 0.32491 -2.43262 -4.10503 0.020 -0.171 0.112
C 1.61412 1.14694 -4.19594 -0.009 -0.001 0.024
C 5.03638 -2.57549 -1.10032 0.049 -0.012 0.027
C 2.85907 -3.06649 -1.99278 0.031 -0.023 -0.036
C 3.69731 -2.90377 -0.90344 0.005 0.010 0.011
C -2.87260 -1.45210 1.74624 -0.019 -0.043 -0.015
C -0.82849 2.67743 4.07349 -0.061 0.013 0.045
C -0.64640 -0.25899 -3.63444 0.047 0.013 -0.034
C 0.46928 1.78529 -3.71686 0.057 -0.100 0.004
C 5.46098 -2.46424 1.23055 0.008 -0.039 0.028
C -1.91792 -0.82706 -3.36730 0.016 -0.066 -0.007
C 1.59027 0.57916 2.42015 0.100 0.011 -0.013
C 0.51703 -1.38633 1.42430 0.076 -0.054 -0.017
C -2.06613 -2.19601 -3.52878 0.041 -0.019 0.019
C 0.06539 -0.82557 3.80746 0.011 -0.049 0.008
C 0.48289 -0.98871 -4.03847 -0.059 0.060 -0.012
C 1.62438 -0.22464 -4.34302 -0.003 -0.073 -0.023
C -0.96887 -2.96273 -3.88607 -0.041 0.010 0.002
C 4.70682 -2.58949 -3.47934 -0.008 0.021 -0.019
C -2.43209 3.43376 2.33149 -0.017 -0.031 -0.005
C -1.11770 2.67398 2.56214 0.026 -0.092 0.000
C -3.98298 0.68536 1.22080 -0.050 -0.006 -0.015
C -3.39261 0.13987 3.58553 -0.049 -0.019 0.029
C -2.92388 0.03391 2.12465 0.093 0.043 -0.016
C -0.02589 3.48528 1.84568 0.041 0.018 0.015
C 0.28605 -0.22826 2.40780 -0.029 0.025 -0.047
C 3.34387 -2.90366 -3.30003 -0.058 0.062 -0.136
H -1.06721 -4.03672 -3.96838 0.017 -0.004 -0.019
H 5.09406 -3.46626 1.46704 -0.005 0.004 0.000
H -2.29399 4.46198 2.68034 -0.010 0.014 -0.035
H 1.80613 1.02130 1.44515 -0.021 -0.020 -0.007
H 0.15394 2.28070 4.32732 0.017 -0.032 -0.022
H 5.07919 -2.47523 -4.48924 -0.001 -0.004 -0.001
H -1.57742 2.12190 4.64193 0.008 -0.021 0.002
H 2.48825 1.73553 -4.43154 0.012 -0.010 -0.007
H -2.70569 3.48479 1.27692 0.021 0.022 0.029
H -4.13399 1.74297 1.42038 0.012 0.000 -0.003
H -3.74930 0.57911 0.16146 0.020 -0.020 -0.005
H 6.58126 -2.17642 -2.52616 0.011 -0.001 0.003
H 0.95975 3.02626 1.88617 0.000 0.003 0.007
H -3.88958 -1.85481 1.78277 -0.001 -0.004 0.005
H -0.33221 -2.05746 1.33341 -0.088 -0.019 0.003
H -0.75993 -1.53769 3.82014 -0.011 0.023 0.020
H -3.55169 1.17043 3.90142 0.013 0.018 -0.017
H 0.77775 -1.03121 0.42631 -0.008 0.004 0.035
H 0.04793 4.46436 2.32932 -0.017 0.003 -0.005
H -2.49909 -1.60898 0.73226 0.004 0.027 -0.020
H -0.12304 -0.07291 4.57385 -0.011 0.059 -0.011
H 0.41316 2.85055 -3.53293 0.005 0.015 -0.031
H 4.66716 -1.73470 1.40761 -0.013 0.019 0.010
H 2.50928 -0.71767 -4.71490 0.041 -0.015 0.025
H -3.02909 -2.65521 -3.35352 -0.014 0.013 0.006
H 6.31235 -2.23476 1.86472 -0.009 0.000 0.002
H -4.93736 0.17790 1.39458 -0.005 0.005 0.002
H 1.36244 -1.97910 1.79035 0.011 -0.022 0.026
H 3.29798 -3.03678 0.09128 -0.004 0.000 0.012
H 1.60238 1.37377 3.16354 -0.030 0.000 0.018
H 2.41666 -0.09908 2.65978 -0.002 -0.008 0.005
H -0.28078 3.65746 0.80051 -0.020 0.002 -0.016
H -2.70168 -0.32807 4.28865 0.041 -0.001 -0.003
H -2.26861 -2.04112 2.43624 0.029 -0.008 -0.016
H -0.86018 3.71206 4.42862 0.009 0.001 0.007
H -4.35217 -0.37735 3.68421 -0.005 -0.006 -0.003
H 0.96579 -1.37294 4.10450 0.012 0.002 0.005
H 1.82242 -3.32914 -1.83592 -0.035 -0.001 -0.006
H -3.26748 3.01590 2.89195 0.003 -0.016 0.034
```
Positions in Å, forces in eV/Å.

Values from the calculation:
maximum force	0.56	eV/A
HOMO energy (spin up / spin down)	-0.27369 / -0.33373	hartree
E	-227314.876	eV
2S+1	5
ΔE to the lowest compared entry with this formula, charge and spin	18.20	kcal per mole
<S²>	6.14


5.
Density functional theory data (the ωB97M-V functional and the def2-TZVPD basis) for a molecular structure, C39H30N5O2PPdS at a distorted geometry.

```
79
Properties=species:S:1:pos:R:3:forces:R:3
Pd -0.00698 -0.28066 0.09492 0.728 0.610 -0.429
S -3.97336 2.21787 0.97251 -0.193 0.132 0.104
P 3.13652 -0.12468 -1.50836 0.063 0.122 0.048
O 0.83626 -2.66565 0.27503 0.114 -0.462 -0.152
O 2.21714 -0.21586 -0.32938 -0.354 -0.411 0.052
N 1.68939 3.62045 0.43719 -0.468 0.531 -0.202
N 4.09410 4.11285 0.15797 -0.181 -0.060 -0.129
N -2.04296 0.74465 0.17025 0.282 -0.315 -1.603
N 0.49119 1.57903 1.03038 -0.279 -0.112 0.145
N -7.99864 -3.09890 4.64991 -0.076 -0.023 0.052
C -2.47864 -2.29985 0.73574 -0.574 0.397 0.462
C 5.01352 0.41726 0.40734 0.079 0.116 0.045
C -3.52970 -2.41290 2.95016 -0.007 -0.030 0.205
C 3.44216 -2.83453 -1.64553 -0.036 -0.123 -0.053
C 0.63566 -3.75761 1.16725 -0.033 0.053 -0.088
C -4.92414 -2.40352 0.99061 -0.117 0.008 -0.048
C -5.90598 -2.68119 3.16458 -0.509 -0.150 0.313
C 3.28490 -1.76006 -3.79610 0.008 -0.093 -0.149
C 7.14068 0.59301 -1.38162 -0.079 -0.004 -0.020
C -4.51137 2.61268 -1.77588 0.070 -0.061 0.283
C -3.64681 -2.35532 1.55891 0.118 -0.001 -0.244
C -6.04283 -2.57120 1.78688 -0.005 0.077 -0.300
C 7.35772 0.74050 -0.01574 0.035 0.001 -0.011
C 2.70854 3.33973 -3.58900 0.016 -0.050 0.060
C 4.79513 0.26955 -0.95669 0.076 -0.106 0.015
C 0.88812 1.87790 -4.18900 0.012 0.042 -0.012
C -2.67481 1.22130 -0.99017 0.141 -0.249 0.492
C 2.97181 3.84150 0.28987 0.197 -0.365 0.228
C -3.05045 1.46402 -3.32670 -0.113 0.080 -0.002
C 3.58926 -4.06252 -2.27204 -0.019 0.069 0.086
C -4.14124 2.31254 -3.06474 0.140 -0.106 -0.206
C -1.46633 -2.13375 0.08986 -0.169 -1.896 -0.103
C 3.57632 -4.14164 -3.65966 -0.003 -0.055 -0.017
C 1.42318 0.88288 -3.39224 0.107 0.069 0.038
C 3.27570 -1.67848 -2.40870 0.141 -0.055 0.039
C 2.61671 1.10618 -2.69182 -0.237 0.247 -0.138
C -0.21484 -2.27900 -0.55645 0.036 1.954 0.906
C -4.65001 -2.58570 3.74562 0.336 0.070 0.103
C -3.76440 2.04949 -0.73410 -0.216 0.186 -0.217
C 6.30138 0.65554 0.87550 -0.116 -0.022 -0.013
C 1.53359 3.10832 -4.28439 -0.039 0.005 -0.016
C 3.25410 2.34008 -2.79007 -0.092 0.016 -0.041
C 5.86056 0.35284 -1.85298 0.054 0.008 0.004
C -2.61969 1.19217 1.21421 -0.016 0.003 0.930
C -2.31477 0.91840 -2.29924 0.060 -0.054 -0.099
C -0.09183 -2.70740 -1.98280 -0.086 0.005 -0.130
C -7.07453 -2.91401 3.99388 0.457 0.161 -0.321
C 1.08940 2.53942 0.73284 0.704 -0.107 0.018
C 3.42890 -2.99460 -4.42288 -0.016 0.125 0.063
H 1.46924 -3.73409 1.86435 0.012 -0.027 0.000
H 1.10547 3.89358 -4.89540 0.010 -0.021 0.007
H -5.02549 -2.31207 -0.08280 -0.023 -0.072 0.011
H 4.17200 0.35963 1.08665 0.027 -0.004 -0.006
H -4.69873 2.73646 -3.89064 0.023 -0.030 0.017
H -2.54986 -2.32584 3.40165 -0.013 -0.070 0.011
H -7.02830 -2.62330 1.34298 0.032 -0.002 -0.014
H 3.71323 -4.96026 -1.67926 0.001 0.016 -0.006
H 3.19543 4.30566 -3.63679 -0.015 -0.040 -0.017
H 3.42804 -3.05608 -5.50376 -0.004 0.012 0.019
H 7.96913 0.66539 -2.07450 -0.017 -0.002 0.005
H 5.69030 0.23318 -2.91814 0.002 -0.017 0.026
H 0.91668 -0.07334 -3.30865 0.001 0.031 0.020
H -0.03739 1.70624 -4.72667 0.052 0.008 0.023
H 4.15176 2.54556 -2.22289 0.008 0.001 0.060
H 3.43294 -2.76638 -0.56449 -0.012 -0.001 -0.018
H 3.68561 -5.10286 -4.14710 0.005 0.020 0.018
H 3.17062 -0.86327 -4.39248 0.019 -0.030 -0.005
H 0.63875 -4.70569 0.62256 -0.023 -0.015 -0.003
H -4.55315 -2.65015 4.82149 0.025 0.003 -0.027
H -2.78945 1.23472 -4.35201 -0.010 0.025 0.008
H 8.35946 0.92590 0.35189 -0.024 0.008 -0.011
H -1.47147 0.26545 -2.48259 0.048 -0.006 0.008
H -2.27481 0.95540 2.21458 -0.028 0.069 -0.101
H -1.04524 -2.58799 -2.49596 0.007 0.026 -0.035
H -5.35353 3.26176 -1.57450 0.026 -0.012 0.016
H 6.47464 0.78087 1.93630 -0.015 0.008 -0.016
H 0.19136 -3.76372 -2.00911 -0.047 -0.009 -0.041
H 0.67870 -2.15362 -2.51874 0.017 -0.042 0.063
H -0.30170 -3.65456 1.71340 -0.024 -0.006 0.039
```
Positions in Å, forces in eV/Å.

Values from the calculation:
maximum force	2.15	eV/A
HOMO energy (spin up / spin down)	-0.27621 / -0.27435	hartree
E	-76077.032	eV
ΔE to the lowest compared entry with this formula, charge and spin	0.00	kcal per mole